13
Properties=species:S:1:pos:R:3 method="wB97M-V/def2-TZVPD" e_tot_ha=-717.82907 total_charge=0 multiplicity=1 orbital_gap_ha=0.3004 de_lowest_kj_mol=169.5 smiles="NC(=S)C1=NN=CC1"
C 0.318 -0.951 1.125
C -0.071 -0.004 0.067
C -0.297 1.303 -1.714
C 0.799 0.565 -0.991
H -1.597 -1.018 1.813
H -0.472 -2.120 2.551
H -0.132 1.855 -2.660
H 1.403 -0.088 -1.695
H 1.554 1.273 -0.599
N -0.688 -1.326 1.879
N -1.288 0.477 0.054
N -1.419 1.360 -1.063
S 1.890 -1.327 1.234



13
Properties=species:S:1:pos:R:3 method="wB97M-V/def2-TZVPD" e_tot_ha=-717.80919 total_charge=0 multiplicity=1 orbital_gap_ha=0.3378 de_lowest_kj_mol=221.7
C -0.074 1.302 0.435
C 0.424 0.125 -0.429
C 0.108 -1.215 0.190
C 0.028 -2.091 -1.029
H 0.848 2.508 -0.635
H -0.102 0.171 -1.454
H 1.489 0.134 -0.627
H 0.917 -1.632 0.855
H -1.549 1.177 1.968
N 0.221 2.518 0.326
N -0.895 0.678 1.412
N -0.001 -2.745 -2.051
S -1.414 -0.931 1.039



14
Properties=species:S:1:pos:R:3 method="wB97M-V/def2-TZVPD" e_tot_ha=-449.29732 total_charge=+1 multiplicity=1 orbital_gap_ha=0.3648 de_lowest_kj_mol=154.0
C -1.802 -0.615 -0.213
C -1.730 0.563 -0.987
C -1.177 -0.460 1.045
C 2.959 0.373 -0.038
N -0.913 1.548 -0.632
N -0.251 1.476 0.441
N 1.928 0.824 0.224
N -0.396 0.533 1.336
O 4.235 0.154 -0.250
H -2.285 -1.644 -0.503
H -1.963 0.501 -2.092
H -1.114 -1.236 1.891
H 0.611 2.106 0.456
H 4.336 -0.825 -0.349



14
Properties=species:S:1:pos:R:3 method="wB97M-V/def2-TZVPD" e_tot_ha=-429.02622 total_charge=0 multiplicity=1 orbital_gap_ha=0.3058 de_lowest_kj_mol=406.3 smiles="C1=CC2=NN=CNN2N1"
C 2.330 -0.362 -0.091
C 0.002 0.733 -0.020
C -1.335 1.235 0.088
C -2.130 0.152 -0.110
H 1.046 -1.279 1.322
H 3.243 -0.992 -0.509
H -1.790 2.290 0.278
H -3.198 0.204 -0.109
H -1.429 -1.681 -0.726
N 1.226 -1.115 0.261
N 2.241 0.920 -0.175
N 1.012 1.551 0.062
N -1.286 -1.081 0.016
N 0.067 -0.575 -0.286



16
Properties=species:S:1:pos:R:3 method="wB97M-V/def2-TZVPD" e_tot_ha=-579.42619 total_charge=0 multiplicity=1 orbital_gap_ha="0.2457 / 0.2453" de_lowest_kj_mol=548.9
C -2.887 -0.062 -2.381
C -1.081 -1.020 -1.266
C 0.859 0.949 0.132
C 0.799 -0.889 1.694
N -3.754 0.224 -3.093
N -0.199 -1.169 -0.333
N -1.979 -0.066 -1.442
N 0.522 -0.331 0.408
N 1.717 1.762 0.809
O 1.756 2.897 0.351
O 2.402 1.450 1.739
H -1.276 -2.107 -1.672
H 0.527 1.317 -0.867
H -0.095 -0.576 2.286
H 0.884 -1.964 1.608
H 1.806 -0.416 2.025



11
Properties=species:S:1:pos:R:3 method="wB97M-V/def2-TZVPD" e_tot_ha=-285.38384 total_charge=0 multiplicity=1 orbital_gap_ha=0.3645 de_lowest_kj_mol=80.7 smiles=Cc1cnco1
C 1.648 -0.097 -0.025
C 0.181 0.030 0.089
C -0.687 1.123 0.008
C -1.826 -0.710 0.039
H 2.090 0.590 -0.784
H 2.166 0.191 0.932
H 1.943 -1.196 -0.324
H -0.517 2.188 0.151
H -2.483 -1.617 -0.067
N -1.986 0.571 -0.051
O -0.527 -1.072 0.033